Density functional theory data (ωB97M-V/def2-TZVPD) for a molecular structure, C43H61AuO3P3SSi in a non-equilibrium geometry.

Last column: Mulliken charge in e.
Cartesian coordinates (Å):
Au: -0.0944 -0.3227 -0.3122  1.453
C: -0.6051 3.2243 -1.2072  -1.642
C: -1.9792 2.5863 -1.0925  0.704
C: -2.2836 1.7547 -2.3492  -1.472
P: -2.1436 1.4852 0.3712  0.524
C: -3.9630 1.6016 0.7210  0.413
C: -4.3886 0.7011 1.8795  -1.009
C: -4.4889 3.0148 0.9653  -1.773
C: -1.3072 2.3293 1.7665  0.010
C: -1.4576 3.6840 2.0599  -0.511
C: -0.7526 4.2599 3.1080  -0.923
C: 0.1062 3.4897 3.8818  -0.920
C: 0.2731 2.1436 3.5918  -0.049
C: -0.4295 1.5552 2.5393  1.004
Si: -0.1723 -0.2170 2.0725  -2.009
C: -1.6997 -1.2221 2.4775  1.393
C: -2.2132 -1.0772 3.7703  -0.661
C: -3.3432 -1.7726 4.1773  -0.869
C: -3.9950 -2.6067 3.2817  -1.185
C: -3.5047 -2.7544 1.9908  -0.842
C: -2.3566 -2.0762 1.5789  0.460
P: -1.5891 -2.3434 -0.0466  -0.127
C: -0.9968 -4.0900 0.0461  0.503
C: 0.0221 -4.1904 1.1872  -1.548
C: -2.0463 -5.1835 0.2608  -1.417
C: -2.8550 -2.1154 -1.3888  2.145
C: -2.1215 -2.0706 -2.7358  -1.592
C: -4.0612 -3.0490 -1.5151  -1.623
C: 1.2538 -1.1465 2.7913  1.681
C: 1.1939 -1.6026 4.1174  -0.609
C: 2.1473 -2.4846 4.5989  -0.982
C: 3.1526 -2.9405 3.7509  -1.078
C: 3.2254 -2.4762 2.4466  0.250
C: 2.2861 -1.5604 1.9609  -0.286
P: 2.3965 -0.6740 0.3438  0.338
C: 3.6168 0.6473 0.7636  1.045
C: 4.7729 0.2174 1.6658  -1.901
C: 2.8857 1.8331 1.3864  -1.514
C: 3.0944 -1.8367 -0.9041  1.318
C: 2.4113 -3.1974 -0.9002  -1.251
C: 4.6199 -1.9612 -0.8858  -1.762
H: -0.5851 3.8726 -2.0830  0.695
H: 0.1690 2.4674 -1.3422  -0.159
H: -0.3330 3.8280 -0.3410  0.127
H: -2.7340 3.3682 -1.0077  0.781
H: -1.4483 1.0834 -2.5751  0.228
H: -2.4167 2.4083 -3.2132  0.467
H: -3.1899 1.1493 -2.2531  0.395
H: -4.4077 1.2092 -0.2005  0.593
H: -3.9099 1.0215 2.8084  0.270
H: -4.1362 -0.3421 1.7087  -0.119
H: -5.4690 0.7698 2.0240  0.594
H: -4.1466 3.4002 1.9263  0.428
H: -5.5788 2.9645 1.0068  0.512
H: -4.2297 3.7318 0.1877  0.303
H: -2.1006 4.3062 1.4507  0.610
H: -0.8668 5.3163 3.3148  0.463
H: 0.6591 3.9416 4.6954  0.462
H: 0.9560 1.5493 4.1912  0.479
H: -1.7367 -0.3986 4.4738  0.364
H: -3.7201 -1.6522 5.1856  0.444
H: -4.8875 -3.1402 3.5836  0.435
H: -4.0286 -3.4055 1.3068  0.330
H: -0.5008 -4.2541 -0.9148  0.886
H: -0.4890 -4.1140 2.1508  0.275
H: 0.7807 -3.4170 1.1567  0.046
H: 0.5226 -5.1605 1.1513  0.682
H: -2.4871 -5.1126 1.2552  0.325
H: -1.5426 -6.1511 0.2017  0.472
H: -2.8433 -5.1867 -0.4734  0.240
H: -3.2185 -1.1096 -1.1545  -0.925
H: -1.7411 -3.0597 -3.0052  0.393
H: -1.2777 -1.3769 -2.7452  0.228
H: -2.8112 -1.7593 -3.5225  0.457
H: -3.7642 -4.0540 -1.8041  0.391
H: -4.7090 -2.6732 -2.3106  0.444
H: -4.6669 -3.1040 -0.6126  0.273
H: 0.3899 -1.2905 4.7757  0.410
H: 2.0967 -2.8317 5.6234  0.440
H: 3.8876 -3.6483 4.1135  0.473
H: 4.0241 -2.8282 1.8081  0.248
H: 4.0050 0.9315 -0.2155  0.299
H: 4.4304 -0.0156 2.6749  0.326
H: 5.4680 1.0574 1.7404  0.521
H: 5.3305 -0.6357 1.2839  0.331
H: 2.4846 1.5500 2.3607  0.502
H: 2.0708 2.1951 0.7573  -0.044
H: 3.5866 2.6559 1.5489  0.647
H: 2.8373 -1.3309 -1.8336  0.130
H: 2.6500 -3.7812 -0.0104  0.272
H: 2.7507 -3.7617 -1.7709  0.575
H: 1.3283 -3.0994 -0.9681  -0.090
H: 4.9987 -2.4492 0.0123  0.224
H: 5.1051 -0.9936 -1.0021  0.282
H: 4.9181 -2.5728 -1.7395  0.543
C: 3.2598 7.2245 -1.7429  -1.522
C: 3.1039 5.7492 -2.0056  0.842
C: 3.9568 4.8209 -1.4126  -0.853
C: 3.8033 3.4626 -1.6363  -0.522
C: 2.7725 3.0136 -2.4552  -0.063
C: 1.9392 3.9272 -3.0919  -0.600
C: 2.1126 5.2830 -2.8654  -0.519
S: 2.4889 1.2828 -2.6306  1.853
O: 3.8033 0.6822 -2.7151  -0.684
O: 1.5607 1.1166 -3.7217  -0.831
O: 1.8496 0.7784 -1.3393  -1.787
H: 3.8871 7.4071 -0.8707  0.364
H: 2.2911 7.6956 -1.5748  0.370
H: 3.7222 7.7260 -2.5959  0.320
H: 4.7594 5.1692 -0.7722  0.397
H: 4.5003 2.7544 -1.2034  0.563
H: 1.1848 3.5631 -3.7757  0.592
H: 1.4649 5.9964 -3.3651  0.418

Calculated values
Gap between HOMO and LUMO, eV: 7.03
Lowest unoccupied orbital energy, eV: -3.5
Net charge: +1
Energy, a.u.: -3748.14397
Highest occupied orbital energy, eV: -10.5